Model P:
The following is a DFT calculation (the ωB97M-V functional and the def2-TZVPD basis) of one molecule with the formula CH4FOPS.

## Properties
Kohn-Sham gap: 10.2 eV
SMILES string: C[P@](O)(F)=S

```
9
CH4FOPS (the ωB97M-V functional and the def2-TZVPD basis)
C 0.025 0.492 -0.331
P -1.610 -0.272 0.072
O -1.304 -1.087 1.337
F -1.560 -1.449 -1.014
S -3.147 0.778 -0.085
H -0.046 1.263 -1.125
H 0.155 0.984 0.576
H 0.796 -0.335 -0.590
H -1.319 -1.925 0.977
```

natural (NBO) population analysis, charges in e, atoms 1 to 8: -0.998, 1.827, -0.962, -0.585, -0.527, 0.257, 0.234, 0.251

Model Q:
The following is a DFT calculation (the ωB97M-V functional and the def2-TZVPD basis) of a 2-piece molecular cluster, CH4FOPS overall.

## Properties
Kohn-Sham gap: 5.8 eV

```
9
CH4FOPS (the ωB97M-V functional and the def2-TZVPD basis)
C -0.335 -1.190 -0.139
O 0.052 2.871 0.234
F -1.687 -0.112 1.740
P -1.447 0.179 0.161
S -3.211 0.212 -0.750
H -0.820 -1.692 -1.001
H 0.687 -0.917 -0.321
H -0.423 -1.775 0.807
H -0.193 3.317 1.090
```

natural (NBO) population analysis, charges in e, atoms 1 to 8: -1.007, -0.853, -0.564, 1.491, -0.337, 0.278, 0.282, 0.283

Stability summary - winner: model P; margin: 116.6 kcal/mol.

Model P:
The following is a DFT calculation (the ωB97M-V functional and the def2-TZVPD basis) of a 2-piece molecular cluster, C8H19NO overall.

## Properties
Kohn-Sham gap: 9.9 eV
SMILES string: CCN(C)C(C)=O.CCC

```
29
C8H19NO (the ωB97M-V functional and the def2-TZVPD basis)
C 2.746 -0.599 0.826
C 1.795 -0.623 -0.328
N 0.381 -1.040 -0.104
C 0.052 -1.307 1.287
C -0.442 -1.805 -0.993
C -0.361 -1.646 -2.480
O -1.350 -2.460 -0.526
H 3.071 -1.538 1.218
H 2.210 -0.277 1.749
H 3.432 0.240 0.901
H 1.720 0.411 -0.702
H 2.252 -1.181 -1.144
H -0.757 -2.022 1.507
H 0.691 -1.904 1.795
H -0.190 -0.410 1.869
H -1.040 -2.405 -2.853
H -0.597 -0.605 -2.719
H 0.635 -1.884 -2.890
C -2.253 2.490 1.023
C -1.141 3.048 0.077
C 0.275 3.039 0.730
H -2.038 2.908 2.016
H -2.158 1.415 0.872
H -3.230 2.890 0.772
H -1.036 2.331 -0.719
H -1.343 4.014 -0.380
H 0.206 2.404 1.614
H 1.054 2.649 0.056
H 0.531 4.100 0.745
```

natural (NBO) population analysis, charges in e, atoms 1 to 8: -0.652, -0.215, -0.465, -0.447, 0.689, -0.712, -0.609, 0.217

Model Q:
The following is a DFT calculation (the ωB97M-V functional and the def2-TZVPD basis) of a 2-piece molecular cluster, C8H19NO overall.

## Properties
Kohn-Sham gap: 10.2 eV
SMILES string: CC(C)[C@@H](N)O.C=C(C)C

```
29
C8H19NO (the ωB97M-V functional and the def2-TZVPD basis)
C 1.595 1.756 -0.886
C 1.926 0.266 -0.872
C 3.356 0.036 -0.393
C 0.906 -0.471 0.025
N 1.008 -1.922 0.026
O 1.049 -0.010 1.337
H 0.591 1.923 -1.268
H 2.300 2.296 -1.515
H 1.651 2.149 0.125
H 1.816 -0.135 -1.888
H 3.446 0.351 0.643
H 4.053 0.611 -0.998
H 3.633 -1.015 -0.466
H -0.103 -0.234 -0.352
H 0.987 -2.281 -0.922
H 1.888 -2.196 0.450
H 0.321 -0.375 1.855
C -2.034 0.194 1.860
C -2.452 -0.028 0.622
C -2.749 -1.405 0.110
C -2.691 1.084 -0.356
H -1.833 1.186 2.224
H -1.899 -0.611 2.562
H -3.808 -1.488 -0.151
H -2.506 -2.159 0.847
H -2.174 -1.609 -0.791
H -2.371 2.039 0.050
H -3.752 1.147 -0.593
H -2.155 0.898 -1.287
```

natural (NBO) population analysis, charges in e, atoms 1 to 8: -0.607, -0.238, -0.617, 0.258, -0.857, -0.729, 0.202, 0.205

Model R:
The following is a DFT calculation (the ωB97M-V functional and the def2-TZVPD basis) of a 3-piece molecular cluster, C8H19NO overall.

## Properties
Kohn-Sham gap (spin up / spin down): 6.7 / 6.3 eV

```
29
C8H19NO (the ωB97M-V functional and the def2-TZVPD basis)
C -1.564 0.227 0.962
C -0.301 -0.222 -1.048
C 0.670 -0.029 -0.076
C 2.061 -0.632 -1.687
C -2.781 -0.558 0.543
C -1.189 -0.018 2.400
C 1.233 1.307 0.307
C 3.141 -1.351 -0.923
N -0.747 0.745 -1.886
O -1.747 1.621 0.706
H -2.500 1.959 1.221
H -0.583 -1.238 -1.294
H 0.899 -0.879 0.547
H -0.831 1.668 -1.482
H -1.505 0.503 -2.503
H 1.604 -1.232 -2.472
H 2.329 0.351 -2.065
H -3.668 -0.285 1.146
H -3.044 -0.368 -0.501
H -2.626 -1.632 0.674
H -0.971 -1.075 2.574
H -2.009 0.267 3.087
H -0.320 0.569 2.705
H 1.275 1.978 -0.551
H 2.250 1.184 0.682
H 0.629 1.787 1.075
H 3.535 -0.737 -0.108
H 2.765 -2.280 -0.482
H 3.996 -1.632 -1.553
```

natural (NBO) population analysis, charges in e, atoms 1 to 8: 0.180, 0.150, -0.112, -0.458, -0.670, -0.678, -0.667, -0.646

Stability summary - winner: model Q; margin: 35.4 kcal/mol.

Model P:
The following is a DFT calculation (the ωB97M-V functional and the def2-TZVPD basis) of one molecule with the formula C6H7P.

## Properties
Kohn-Sham gap: 10.0 eV
SMILES string: C1=C[C@H]2[C@@H]1[C@@H]1P[C@H]21

```
14
C6H7P (the ωB97M-V functional and the def2-TZVPD basis)
C -0.657 -1.344 0.844
C 0.041 -1.617 -0.217
C -0.202 -0.306 -0.897
C -0.930 0.096 0.462
C 0.398 0.927 0.833
P 0.718 2.325 -0.424
C 1.042 0.470 -0.453
H -0.759 -1.728 1.761
H 0.494 -2.465 -0.587
H -0.455 -0.147 -1.910
H -1.789 0.649 0.497
H 0.712 0.899 1.840
H -0.645 2.296 -1.079
H 2.031 -0.054 -0.669
```

natural (NBO) population analysis, charges in e, atoms 1 to 8: -0.184, -0.160, -0.251, -0.217, -0.418, 0.418, -0.437, 0.192

Model Q:
The following is a DFT calculation (the ωB97M-V functional and the def2-TZVPD basis) of one molecule with the formula C6H7P.

## Properties
Kohn-Sham gap: 8.2 eV
SMILES string: C=C[C@H]1C=CC=P1

```
14
C6H7P (the ωB97M-V functional and the def2-TZVPD basis)
C -2.202 1.254 0.097
C -1.235 0.466 -0.357
C 0.188 0.276 0.278
C 0.721 -1.052 0.115
C 2.085 -1.040 0.065
C 2.604 0.225 -0.116
P 1.508 1.538 -0.018
H -3.118 1.513 -0.320
H -1.746 1.912 0.869
H -1.256 -0.328 -1.096
H -0.025 0.414 1.476
H 0.179 -1.919 0.130
H 2.698 -1.916 0.230
H 3.769 0.451 -0.103
```

natural (NBO) population analysis, charges in e, atoms 1 to 8: -0.407, -0.141, -0.617, -0.166, -0.254, -0.594, 0.620, 0.213

Stability summary - winner: model Q; margin: 30.8 kcal/mol.

Model P:
The following is a DFT calculation (the ωB97M-V functional and the def2-TZVPD basis) of a 4-piece molecular cluster, C3H14O4 overall.

## Properties
Kohn-Sham gap (spin up / spin down): 3.3 / 10.7 eV
total charge: -1
spin multiplicity: 2

```
21
C3H14O4 (the ωB97M-V functional and the def2-TZVPD basis)
C 2.615 -0.143 -0.317
C 1.246 0.360 0.139
C 1.147 0.318 1.670
O 0.268 -0.470 -0.542
H 2.598 -0.346 -1.394
H 2.754 -1.047 0.284
H 3.419 0.584 -0.140
H 1.013 1.303 -0.402
H 0.799 1.271 2.094
H 2.141 0.080 2.089
H 0.546 -0.481 2.109
H 0.312 -1.382 -0.159
H -3.002 -0.941 -0.308
H -2.156 -2.167 -0.263
O -3.077 -1.886 -0.106
H -2.269 1.398 -2.130
H -1.059 0.545 -2.474
O -1.637 1.236 -2.821
H -2.159 0.671 1.674
H -1.409 0.282 0.279
O -2.090 0.817 0.720
```

natural (NBO) population analysis, charges in e, atoms 1 to 8: -0.685, -0.006, -0.764, -0.964, 0.216, 0.199, 0.186, 0.185

Model Q:
The following is a DFT calculation (the ωB97M-V functional and the def2-TZVPD basis) of a 5-piece molecular cluster, C3H14O4 overall.

## Properties
Kohn-Sham gap (spin up / spin down): 1.8 / 9.4 eV
total charge: -1
spin multiplicity: 2

```
21
C3H14O4 (the ωB97M-V functional and the def2-TZVPD basis)
C -4.317 -0.153 -0.028
C -4.228 -0.541 1.409
C -4.165 -1.878 1.958
H -3.445 0.140 -0.544
H -4.928 0.708 -0.145
H -4.804 -0.972 -0.659
H -4.113 0.319 2.041
H -4.377 -2.075 2.978
H -3.758 -2.728 1.415
H 5.368 2.233 -2.200
H 5.820 3.567 -1.760
O 5.005 3.017 -1.760
H 1.230 1.238 -3.036
H 1.200 2.858 -3.106
O 1.478 2.060 -2.629
H 4.578 -0.299 1.150
H 3.690 0.748 0.671
O 4.020 -0.108 0.421
H 2.091 -3.001 0.612
H 1.681 -2.823 1.961
O 1.975 -2.310 1.250
```

natural (NBO) population analysis, charges in e, atoms 1 to 8: -0.742, -0.194, -0.500, 0.213, 0.207, 0.203, 0.184, 0.181

Stability summary - winner: model P; margin: 58.1 kcal/mol.

Model P:
The following is a DFT calculation (the ωB97M-V functional and the def2-TZVPD basis) of an isolated ion of composition C3H9N2S and charge +1.

## Properties
Kohn-Sham gap: 10.6 eV
total charge: +1

```
15
C3H9N2S (the ωB97M-V functional and the def2-TZVPD basis)
C 1.306 -0.509 -0.080
C 0.032 -1.108 0.587
C 0.347 1.454 -0.041
N -2.195 -0.082 -0.680
N 1.457 0.815 0.341
S -1.158 0.280 0.736
H 2.241 -1.124 0.055
H 1.238 -0.583 -1.158
H -0.566 -1.933 -0.082
H 0.181 -1.414 1.541
H 0.081 2.560 0.338
H 0.252 1.406 -1.063
H -2.724 -0.901 -0.388
H 1.675 0.939 1.328
H -2.621 0.724 -0.976
```

natural (NBO) population analysis, charges in e, atoms 1 to 8: -0.268, -0.535, -0.184, -0.917, -0.546, 0.754, 0.260, 0.233

Model Q:
The following is a DFT calculation (the ωB97M-V functional and the def2-TZVPD basis) of C3H9N2S as an isolated structure.

## Properties
Kohn-Sham gap: 7.7 eV
total charge: +1

```
15
C3H9N2S (the ωB97M-V functional and the def2-TZVPD basis)
C 1.238 -1.036 -0.057
C -0.620 0.721 -0.467
C -0.157 -0.603 0.217
N -1.053 -1.661 -0.023
N 0.219 1.808 0.042
S 2.640 -0.149 0.144
H 1.284 -2.154 -0.322
H -1.727 0.757 -0.211
H -0.630 0.502 -1.544
H -0.224 -0.246 1.530
H -1.242 -2.373 0.694
H -1.767 -1.380 -0.564
H 0.259 2.516 -0.621
H 2.122 1.108 0.378
H -0.344 2.190 0.805
```

natural (NBO) population analysis, charges in e, atoms 1 to 8: -0.120, -0.233, -0.129, -0.848, -0.837, 0.405, 0.296, 0.215

Stability summary - winner: model P; margin: 13.5 kcal/mol.